(1)
ORCA calculation (ωB97M-V/def2-TZVPD) on a structure of composition C42H38FN5O7SW in a non-equilibrium geometry.

Geometry as XYZ:
```
95
C42H38FN5O7SW ωB97M-V/def2-TZVPD
W 1.1506 -1.3349 -0.5466
O 3.0253 -4.8114 -1.7618
C 2.2451 -3.9235 -1.6973
O 2.2949 -2.9142 -0.8098
C 1.0714 -3.7050 -2.6110
C 0.4365 -4.6172 -3.4264
C -0.6895 -4.1919 -4.1242
C -1.1394 -2.8848 -3.9875
C -0.4443 -2.0493 -3.1394
N 0.6383 -2.4572 -2.4875
C -0.8202 -0.6679 -2.6973
O -1.7060 -0.0166 -3.1434
O 0.0429 -0.2585 -1.7370
H 0.8007 -5.6333 -3.4873
H -1.2314 -4.8851 -4.7528
H -2.0308 -2.5264 -4.4828
C -1.1402 2.0522 -0.7807
C -1.0071 1.6172 0.6804
C -3.1663 2.1764 1.5976
C -1.7934 0.3060 2.6690
C -0.6088 0.9385 3.3827
C 0.5077 1.2826 2.7377
C 1.7658 1.7891 3.3657
C 0.4111 1.0615 1.2333
N 1.4980 0.9450 0.3323
C 2.3164 1.7472 -0.1989
C 2.4763 3.1918 0.0990
C 3.1681 1.0499 -1.2204
C 4.3329 1.7455 -1.8121
N 2.8099 -0.1530 -1.5082
C 3.6239 -0.9109 -2.4514
C 4.7968 -1.5389 -2.0013
C 5.2888 -1.4142 -0.5837
C 5.5338 -2.2658 -2.9256
C 5.1434 -2.3468 -4.2522
C 3.9999 -1.6970 -4.6783
C 3.2248 -0.9595 -3.7902
C 2.0351 -0.1877 -4.3010
H -1.9177 1.4935 -1.2940
H -0.2210 1.9429 -1.3439
H -1.4142 3.1064 -0.8080
H -3.7467 2.1936 0.6797
H -1.9345 -0.6696 3.1445
H -0.6556 1.0102 4.4630
H 1.6547 1.8284 4.4472
H 2.0220 2.7932 3.0152
H 2.6032 1.1281 3.1255
H 1.6745 3.5510 0.7406
H 2.4760 3.7729 -0.8241
H 3.4344 3.3707 0.5934
H 4.0261 2.7052 -2.2328
H 4.8053 1.1476 -2.5858
H 5.0713 1.9651 -1.0355
H 4.4777 -1.3829 0.1339
H 5.8933 -0.5104 -0.4631
H 5.9261 -2.2622 -0.3409
H 6.4353 -2.7672 -2.5972
H 5.7397 -2.9095 -4.9579
H 3.7044 -1.7388 -5.7194
H 1.5190 -0.7544 -5.0754
H 2.3572 0.7506 -4.7594
H 1.3320 0.0609 -3.5113
C -5.4961 -0.6019 3.8839
C -5.4575 -0.1509 2.4253
C -6.0568 1.2362 2.2031
C -5.3351 2.2979 3.0305
C -3.8135 2.2396 2.9447
C -3.1738 3.1909 3.8983
C -2.1146 3.9019 3.5170
F -1.5973 4.8522 4.3038
C -1.3048 3.5476 2.3598
C -1.7560 2.6315 1.5079
C -1.4170 0.1296 1.1820
O -0.0541 -0.3076 1.1452
C -2.3107 -0.8660 0.5323
C -3.6091 -0.9141 0.9952
N -4.0703 -0.1100 1.9465
C -3.1957 0.9244 2.4592
C -1.7949 -1.9818 -0.2522
O -2.4617 -2.7229 -0.9258
O -0.4284 -2.2540 -0.1320
H -6.5043 -0.4961 4.2835
H -4.8142 -0.0080 4.4928
H -5.2089 -1.6500 3.9663
H -5.9926 -0.8714 1.8064
H -7.1145 1.2225 2.4649
H -5.9942 1.4775 1.1389
H -5.6234 2.2054 4.0789
H -5.6468 3.2888 2.6964
H -3.6689 3.4055 4.8370
H -0.2818 3.9049 2.3740
H -4.2873 -1.6694 0.6149
S 2.2881 -3.2975 3.3606
C 2.1426 -2.3458 2.1502
N 2.0302 -1.5863 1.2148
```

Calculated values
LUMO energy: -8.01 eV
Kohn-Sham gap: 0.1828 Eh
Net charge: +2
Energy above the lowest of the compared OMol25 structures with the same formula, charge and spin: 142.2 kcal per mole

Mulliken population analysis, charges in e, atoms 1 to 5: atom 1 (W): 2.131, atom 2 (O): -0.526, atom 3 (C): -0.019, atom 4 (O): -0.479, atom 5 (C): 0.562



(2)
ORCA calculation (ωB97M-V/def2-TZVPD) on a structure of composition C42H38I2IrN6O3.

Geometry as XYZ:
```
92
C42H38I2IrN6O3 ωB97M-V/def2-TZVPD
Ir 0.3039 0.6490 -0.3467
O 5.1798 -1.9896 0.7117
C 4.3218 -2.8069 1.3512
C 4.7620 -4.0125 1.8987
C 3.8937 -4.8490 2.5660
C 2.5533 -4.4985 2.7177
C 2.1130 -3.3124 2.1779
C 2.9683 -2.4491 1.4768
C 2.3900 -1.2146 0.9268
O 1.1853 -0.9163 1.2605
N 3.0950 -0.4344 0.1237
N 2.3511 0.6415 -0.1921
C 2.9254 1.7278 -0.5658
C 2.0607 2.8793 -0.7193
C 2.5181 4.1463 -1.0427
C 1.6349 5.2100 -1.0033
C 0.3164 4.9822 -0.6309
C -0.0805 3.6937 -0.3448
N 0.7636 2.6606 -0.3915
H 6.0635 -2.3766 0.7298
H 5.8061 -4.2845 1.7941
H 4.2642 -5.7771 2.9803
H 1.8734 -5.1471 3.2516
H 1.0806 -3.0139 2.3011
H 4.0037 1.7796 -0.6441
H 3.5575 4.2839 -1.3060
H 1.9712 6.2083 -1.2483
H -0.4006 5.7879 -0.5713
H -1.1026 3.4769 -0.0735
C 1.4022 2.9343 2.6783
C 0.9803 1.6874 3.4018
C 1.5346 1.4045 4.6439
C 1.1576 0.2819 5.3609
C 0.1964 -0.5677 4.8472
C -0.3933 -0.3226 3.6126
C -1.4391 -1.2911 3.1249
C 0.0285 0.8010 2.8964
N -0.5693 1.0207 1.5878
C -1.7885 1.4266 1.5594
C -2.5738 1.8668 2.7474
C -2.4715 1.3334 0.2314
C -3.9162 1.6676 0.1112
N -1.7426 0.8942 -0.7278
C -2.3328 0.5033 -1.9940
C -2.1540 1.3096 -3.1211
C -1.5863 2.6992 -3.0365
C -2.5855 0.8086 -4.3430
C -3.1790 -0.4401 -4.4360
C -3.4177 -1.1785 -3.2899
C -3.0220 -0.7130 -2.0395
C -3.4334 -1.4885 -0.8154
H 1.9240 3.6013 3.3616
H 0.5508 3.4805 2.2690
H 2.0879 2.7046 1.8619
H 2.2673 2.0867 5.0557
H 1.6030 0.0799 6.3253
H -0.1118 -1.4411 5.4088
H -2.3179 -1.2684 3.7727
H -1.0515 -2.3102 3.1628
H -1.7704 -1.0965 2.1066
H -1.9244 2.1240 3.5793
H -3.2335 1.0561 3.0705
H -3.2084 2.7154 2.4957
H -4.0776 2.7081 0.4026
H -4.5070 1.0542 0.7947
H -4.2728 1.5220 -0.9045
H -2.0873 3.2812 -2.2592
H -1.7405 3.2190 -3.9802
H -0.5156 2.6878 -2.8377
H -2.4552 1.4150 -5.2305
H -3.4909 -0.8208 -5.3994
H -3.9372 -2.1267 -3.3549
H -3.4394 -2.5572 -1.0223
H -4.4517 -1.2138 -0.5282
H -2.7909 -1.3210 0.0482
I 1.4120 1.4076 -5.3317
C 0.8221 -0.3174 -4.3483
C 0.6321 -1.5169 -5.0662
C 0.2267 -2.6660 -4.4433
I -0.0611 -4.3827 -5.5820
C -0.0072 -2.6692 -3.0402
C -0.4208 -3.7797 -2.2763
C -0.6161 -3.6440 -0.9282
C -0.4093 -2.4028 -0.3172
N -0.0288 -1.3410 -0.9976
C 0.1826 -1.4611 -2.3463
C 0.6002 -0.2865 -2.9965
O 0.7739 0.8049 -2.2432
H 0.8114 -1.5151 -6.1326
H -0.5717 -4.7345 -2.7627
H -0.9238 -4.4816 -0.3190
H -0.5383 -2.2760 0.7455
```

Calculated values
LUMO energy (alpha / beta): -6.53 / -7.58 eV
Spin multiplicity: 2
Kohn-Sham gap (alpha / beta): 0.2267 / 0.1861 Eh
Net charge: +2
Energy above the lowest of the compared OMol25 structures with the same formula, charge and spin: 0.0 kcal per mole

Mulliken population analysis, charges in e, atoms 1 to 5: atom 1 (Ir): 0.908, atom 2 (O): -0.487, atom 3 (C): 1.111, atom 4 (C): -0.882, atom 5 (C): -0.563



(3)
ORCA calculation (ωB97M-V/def2-TZVPD) on a structure of composition C42H38N2O3RuS.

Geometry as XYZ:
```
87
C42H38N2O3RuS ωB97M-V/def2-TZVPD
Ru -1.1509 0.4823 -0.3207
O -0.1578 2.0476 0.1286
C 1.2271 2.2774 0.2319
C 1.9074 1.7225 -1.0280
C 1.9281 0.2266 -1.1789
C 3.1307 -0.3865 -1.4921
C 3.1621 -1.7396 -1.7550
C 1.9744 -2.4442 -1.7362
C 0.7944 -1.7934 -1.4192
C -0.4954 -2.5604 -1.5038
C -1.2972 -2.5579 -0.1920
O -1.8610 -1.2799 -0.0052
C -2.4821 -3.5266 -0.2352
C -2.9437 -4.1135 -1.4048
C -4.0661 -4.9396 -1.3883
C -4.7392 -5.1796 -0.2025
C -4.2871 -4.5872 0.9744
C -3.1681 -3.7698 0.9547
C -0.3288 -2.9516 0.9346
C 0.1854 -4.2491 0.9612
C 1.1347 -4.6165 1.9016
C 1.5895 -3.6864 2.8354
C 1.0745 -2.4007 2.8225
C 0.1161 -2.0346 1.8782
N 0.7831 -0.4833 -1.0922
C 1.4497 3.7982 0.2155
C 0.6115 4.5761 -0.5808
C 0.7996 5.9469 -0.6784
C 1.8317 6.5625 0.0202
C 2.6695 5.7945 0.8153
C 2.4788 4.4193 0.9140
C 1.7644 1.6361 1.5055
C 3.0706 1.1675 1.6089
C 3.5283 0.5934 2.7899
C 2.6787 0.4760 3.8816
C 1.3714 0.9345 3.7818
C 0.9192 1.5157 2.6048
H 2.9317 2.0866 -1.0890
H 1.3684 2.1531 -1.8786
H 4.0305 0.2126 -1.5411
H 4.0955 -2.2355 -1.9921
H 1.9473 -3.5003 -1.9670
H -0.2554 -3.5827 -1.7840
H -1.1175 -2.1097 -2.2817
H -2.4447 -3.9278 -2.3459
H -4.4125 -5.3909 -2.3096
H -5.6105 -5.8227 -0.1909
H -4.8044 -4.7722 1.9081
H -2.8092 -3.3137 1.8720
H -0.1756 -4.9829 0.2465
H 1.5192 -5.6292 1.9098
H 2.3359 -3.9683 3.5675
H 1.4182 -1.6636 3.5416
H -0.2870 -1.0344 1.9021
H -0.1974 4.0955 -1.1160
H 0.1351 6.5381 -1.2976
H 1.9774 7.6335 -0.0514
H 3.4710 6.2644 1.3717
H 3.1331 3.8363 1.5510
H 3.7494 1.2449 0.7661
H 4.5474 0.2311 2.8513
H 3.0315 0.0240 4.8008
H 0.6957 0.8395 4.6229
H -0.1045 1.8449 2.5212
N -3.8980 -0.5611 3.3109
C -3.1464 0.1376 2.4259
O -2.0154 0.5098 2.7000
C -3.8073 0.4632 1.1076
C -2.9528 1.3662 0.2300
H -3.4767 -0.8494 4.1770
H -4.8017 -0.9196 3.0619
H -4.7780 0.9242 1.3129
H -4.0020 -0.4815 0.5965
H -2.6511 2.2783 0.7428
H -3.4841 1.6198 -0.6816
S -1.9215 0.5320 -2.8055
C -0.5856 1.4338 -3.5301
C -0.5967 2.8342 -3.5557
C 0.4865 3.5490 -4.0523
C 1.6033 2.8800 -4.5383
C 1.6215 1.4903 -4.5314
C 0.5402 0.7743 -4.0322
H -1.4662 3.3534 -3.1697
H 0.4616 4.6325 -4.0498
H 2.4487 3.4365 -4.9230
H 2.4857 0.9584 -4.9124
H 0.5636 -0.3091 -4.0188
```

Calculated values
LUMO energy (alpha / beta): 0.31 / -1.16 eV
Spin multiplicity: 5
Kohn-Sham gap (alpha / beta): 0.2706 / 0.2491 Eh
Energy above the lowest of the compared OMol25 structures with the same formula, charge and spin: 2.2 kcal per mole

Mulliken population analysis, charges in e, atoms 1 to 5: atom 1 (Ru): 0.983, atom 2 (O): -0.335, atom 3 (C): 2.186, atom 4 (C): -1.088, atom 5 (C): 0.654



(4)
ORCA calculation (ωB97M-V/def2-TZVPD) on a structure of composition C42H38N2OP2S5SbTl in a non-equilibrium geometry.

Geometry as XYZ:
```
92
C42H38N2OP2S5SbTl ωB97M-V/def2-TZVPD
Tl 1.5258 0.5888 -1.8004
C -1.2591 -4.2990 3.5732
C -1.9546 -3.0473 3.0095
C -3.3546 -2.9063 3.6367
C -1.1311 -1.8153 3.3601
C -0.8759 -1.4812 4.6878
C -0.1429 -0.3570 5.0323
C 0.3624 0.4661 4.0348
C 0.1442 0.1640 2.6996
P 0.7636 1.2010 1.2832
C 2.5298 1.1485 1.8248
C 3.2191 2.1012 2.5732
C 4.5757 1.9433 2.8473
C 5.2540 0.8228 2.3990
C 4.5661 -0.1618 1.6997
C 3.2212 0.0041 1.4127
C 0.0932 2.8231 1.8051
C -1.2797 2.8620 2.0674
C -1.9376 4.0682 2.2398
C -1.2357 5.2653 2.1509
C 0.1250 5.2404 1.8931
C 0.7830 4.0296 1.7112
C -0.6049 -0.9790 2.3770
O -0.7848 -1.1998 1.0446
C -1.5381 -2.2724 0.6028
C -1.6793 -2.3700 -0.7815
C -2.4251 -3.4407 -1.2603
C -2.9921 -4.3756 -0.4056
C -2.8244 -4.2427 0.9616
C -2.0991 -3.1815 1.4977
P -0.8730 -1.0920 -2.0383
C 0.0009 -2.5033 -2.8612
C -0.1346 -2.9617 -4.1687
C 0.7287 -3.9274 -4.6766
C 1.7492 -4.4454 -3.8919
C 1.8923 -4.0051 -2.5818
C 1.0210 -3.0515 -2.0749
C -2.5665 -0.6818 -2.6261
C -3.1421 -0.9545 -3.8611
C -4.4411 -0.5450 -4.1331
C -5.1692 0.1628 -3.1881
C -4.5883 0.4751 -1.9679
C -3.2984 0.0504 -1.6876
H -1.1480 -4.2262 4.6585
H -0.2662 -4.4053 3.1312
H -1.8335 -5.1995 3.3446
H -3.2871 -2.8086 4.7240
H -3.9732 -3.7758 3.4037
H -3.8516 -2.0182 3.2408
H -1.2574 -2.1220 5.4771
H 0.0372 -0.1253 6.0770
H 0.9305 1.3549 4.2872
H 2.6995 2.9711 2.9574
H 5.1061 2.7124 3.3988
H 6.3186 0.7234 2.5746
H 5.0877 -1.0409 1.3435
H 2.6904 -0.7611 0.8571
H -1.8400 1.9335 2.1097
H -3.0078 4.0773 2.4112
H -1.7529 6.2109 2.2557
H 0.6768 6.1684 1.7994
H 1.8374 4.0349 1.4628
H -2.5591 -3.5415 -2.3334
H -3.5627 -5.2083 -0.8022
H -3.2699 -4.9765 1.6255
H -0.8879 -2.5335 -4.8155
H 0.6152 -4.2571 -5.7034
H 2.4395 -5.1722 -4.3037
H 2.6913 -4.3916 -1.9596
H 1.1299 -2.7115 -1.0493
H -2.5657 -1.4467 -4.6311
H -4.8756 -0.7535 -5.1054
H -6.1712 0.5080 -3.4210
H -5.1320 1.0691 -1.2419
H -2.8289 0.3111 -0.7443
S 0.8197 3.7495 -5.3020
Sb -0.6313 2.5302 -3.9965
S 0.0258 0.2145 -4.2594
S -0.0890 2.8444 -1.6830
S -2.8303 2.9541 -4.4441
S 5.6675 1.4055 -1.7290
C 4.5854 2.6835 -1.8848
N 4.1281 3.4373 -0.8479
C 3.0701 4.3644 -1.2771
C 3.2006 4.3390 -2.8052
N 4.1002 3.1970 -3.0173
H 4.1051 2.9979 0.0580
H 3.2291 5.3595 -0.8585
H 2.0823 4.0100 -0.9871
H 3.6561 5.2503 -3.2027
H 2.2419 4.1874 -3.3015
H 4.2262 2.7566 -3.9108
```

Calculated values
LUMO energy: 3.62 eV
Kohn-Sham gap: 0.1897 Eh
Net charge: -2
Energy above the lowest of the compared OMol25 structures with the same formula, charge and spin: 13.1 kcal per mole

Mulliken population analysis, charges in e, atoms 1 to 5: atom 1 (Tl): 0.896, atom 2 (C): -1.716, atom 3 (C): 1.687, atom 4 (C): -1.730, atom 5 (C): 0.925



(5)
ORCA calculation (ωB97M-V/def2-TZVPD) on a structure of composition C42H38N6ORhS2.

Geometry as XYZ:
```
90
C42H38N6ORhS2 ωB97M-V/def2-TZVPD
Rh 0.7757 -1.5111 1.2796
N 2.1194 -1.1736 2.8209
C 2.2918 0.1660 3.3344
C 3.5784 0.6385 3.5399
C 3.7800 1.9269 4.0050
C 2.6796 2.7296 4.2580
C 1.4011 2.2465 4.0411
C 1.1666 0.9500 3.5737
C -0.2230 0.5032 3.2790
C -1.2603 1.0924 4.0130
C -2.5938 0.8707 3.7214
C -2.9241 0.0310 2.6708
C -1.9132 -0.6101 1.9728
C -0.5627 -0.4019 2.2563
H 2.9986 -1.5138 2.4402
H 1.8783 -1.8206 3.5654
H 4.4237 -0.0102 3.3384
H 4.7836 2.2981 4.1649
H 2.8164 3.7436 4.6102
H 0.5600 2.9074 4.1975
H -1.0092 1.7346 4.8469
H -3.3650 1.3413 4.3175
H -3.9600 -0.1555 2.4158
H -2.1901 -1.3185 1.2007
C -0.8154 -4.1618 4.2844
C -1.5474 -5.0513 3.5111
C -1.6101 -4.8598 2.1444
C -0.9141 -3.8082 1.5461
C -0.1201 -2.9412 2.3105
C -0.1231 -3.1156 3.6917
C -0.9749 -3.5377 0.1091
C -1.7032 -4.3640 -0.7788
C -1.6751 -4.1171 -2.1103
C -0.8901 -3.0533 -2.6057
C -0.7653 -2.8061 -3.9899
C 0.0366 -1.7999 -4.4458
C 0.7297 -0.9988 -3.5200
C 0.6059 -1.1999 -2.1715
C -0.2078 -2.2394 -1.6763
N -0.3034 -2.4680 -0.3165
H -0.7967 -4.2704 5.3617
H -2.0843 -5.8682 3.9735
H -2.2078 -5.5367 1.5494
H 0.3574 -2.4045 4.3544
H -2.2787 -5.1865 -0.3852
H -2.2297 -4.7368 -2.8045
H -1.3110 -3.4389 -4.6792
H 0.1400 -1.6161 -5.5068
H 1.3676 -0.2030 -3.8859
H 1.1211 -0.5673 -1.4650
S 2.7500 -4.0894 0.9402
C 3.4796 -3.0536 -0.1250
N 4.3625 -3.5210 -1.0779
C 4.9838 -2.7358 -1.9750
C 4.7527 -1.3962 -1.9606
C 3.8459 -0.9383 -0.9842
N 3.2432 -1.7079 -0.1164
H 4.5238 -4.5195 -1.0703
H 5.6484 -3.2322 -2.6686
H 5.2282 -0.7267 -2.6581
H 3.5986 0.1182 -0.9236
C -2.9715 5.5821 -1.2944
C -1.5863 4.9529 -1.2253
C -1.5867 3.7385 -0.3110
N -0.2886 3.0591 -0.2714
C -0.0541 1.7495 -0.2719
S 1.3664 1.1315 0.4021
N -0.9909 0.9053 -0.8009
C -1.8876 1.0400 -1.8746
O -2.8143 0.2691 -1.9422
C -1.6399 2.0889 -2.9030
C -2.7495 2.6112 -3.5613
C -2.5802 3.5531 -4.5630
C -1.3016 3.9541 -4.9281
C -0.1919 3.4170 -4.2889
C -0.3600 2.4930 -3.2695
H -2.9770 6.4414 -1.9640
H -3.3057 5.9240 -0.3128
H -3.7066 4.8656 -1.6670
H -0.8648 5.6848 -0.8491
H -1.2503 4.6584 -2.2205
H -2.3536 3.0295 -0.6137
H -1.8306 4.0390 0.7130
H 0.4807 3.5991 0.0972
H -0.9866 -0.0171 -0.3984
H -3.7362 2.2666 -3.2799
H -3.4435 3.9678 -5.0663
H -1.1693 4.6829 -5.7174
H 0.8040 3.7231 -4.5824
H 0.5076 2.0778 -2.7741
```

Calculated values
LUMO energy: -2.89 eV
Kohn-Sham gap: 0.2743 Eh
Net charge: +1
Energy above the lowest of the compared OMol25 structures with the same formula, charge and spin: 0.0 kcal per mole

Mulliken population analysis, charges in e, atoms 1 to 5: atom 1 (Rh): -0.233, atom 2 (N): 0.200, atom 3 (C): 0.494, atom 4 (C): -0.893, atom 5 (C): -0.685